#P
Entry from the OMol25 dataset: a cluster of 2 separate species, CH5PS2 in total (ωB97M-V/def2-TZVPD).

Results
HOMO level (alpha / beta) = -0.285 / -0.349 Eh

Positions of all 9 atoms, in Å:
C 1.13 -0.65 0.43
P -0.07 0.55 1.17
S 0.07 2.00 -0.25
S -3.39 -0.09 0.09
H 1.31 -1.46 1.22
H 2.01 -0.19 0.33
H 0.60 -0.99 -0.51
H -1.12 2.56 0.13
H -2.69 0.59 -0.94



#Q
Entry from the OMol25 dataset: a cluster of 2 separate species, CH5PS2 in total (ωB97M-V/def2-TZVPD).

Results
HOMO level (alpha / beta) = -0.286 / -0.283 Eh

Positions of all 9 atoms, in Å:
C -0.25 0.12 -1.55
P -0.10 -0.27 1.68
S -1.48 -0.98 -2.15
S 1.20 1.18 2.24
H 0.43 -0.45 -0.94
H -0.50 1.06 -1.14
H -1.03 0.77 1.58
H -0.67 -2.07 -2.12
H 2.39 0.63 2.41



Stability summary - winner: #P; margin: 16.6 kcal/mol.



#P
Entry from the OMol25 dataset: a cluster of 3 separate species, C3H9ClN3 in total (ωB97M-V/def2-TZVPD).

Results
HOMO level = -0.425 Eh
net charge = +1

Positions of all 16 atoms, in Å:
C -0.26 0.58 3.67
C -1.04 -0.01 0.67
C 1.10 0.45 -2.73
N 0.27 1.43 -2.60
N 0.63 -0.75 -2.98
N -0.17 1.71 3.99
Cl 0.41 -1.07 1.01
H 0.17 -0.07 2.83
H -0.84 1.09 0.49
H 2.16 0.53 -2.61
H -2.03 -0.27 1.40
H 0.57 2.49 -2.31
H 1.31 -1.35 -3.33
H -1.32 -0.53 -0.34
H -0.31 -0.92 -2.86
H -0.27 2.65 4.44



#Q
Entry from the OMol25 dataset: a cluster of 2 separate species, C3H9ClN3 in total (ωB97M-V/def2-TZVPD).

Results
HOMO level = -0.389 Eh
net charge = +1

Positions of all 16 atoms, in Å:
C 2.98 -0.41 -0.25
C 1.72 0.36 0.65
C -3.36 0.02 -0.14
N -2.70 1.14 -0.23
N -2.79 -1.11 0.17
N 4.24 -0.12 -0.01
Cl 0.22 0.02 -0.09
H 2.73 -1.33 -0.77
H 1.89 1.41 0.80
H -4.44 0.03 -0.31
H -1.68 1.12 -0.11
H -3.16 2.00 -0.48
H -3.32 -1.97 0.23
H -1.78 -1.13 0.32
H 4.48 0.71 0.51
H 4.98 -0.74 -0.28



Stability summary - winner: #Q; margin: 63.8 kcal/mol.



#P
Entry from the OMol25 dataset: a cluster of 11 separate species, C11H44N22O11 in total (ωB97M-V/def2-TZVPD).

Results
HOMO level = -0.348 Eh
SMILES = NC(N)=O.NC(N)=O.NC(N)=O.NC(N)=O.NC(N)=O.NC(N)=O.NC(N)=O.NC(N)=O.NC(N)=O.NC(N)=O.NC(N)=O

Positions of all 88 atoms, in Å:
C -2.19 6.95 -15.41
O -2.48 8.04 -15.02
N -1.78 5.93 -14.66
N -2.09 6.71 -16.71
H -1.43 5.02 -14.91
H -2.15 5.92 -13.72
H -2.05 7.56 -17.27
H -1.77 5.83 -17.07
C 5.90 4.56 -15.14
O 4.77 4.99 -14.95
N 6.75 4.78 -16.14
N 6.39 3.58 -14.48
H 6.64 5.44 -16.90
H 7.50 4.11 -16.10
H 5.75 2.87 -14.16
H 7.36 3.35 -14.68
C -5.48 -8.08 -14.63
O -6.56 -8.69 -14.80
N -4.31 -8.63 -14.94
N -5.35 -6.86 -14.02
H -3.42 -8.34 -14.57
H -4.39 -9.57 -15.29
H -6.12 -6.25 -13.78
H -4.56 -6.41 -14.45
C 0.47 3.73 -22.57
O 0.13 3.49 -21.40
N 0.19 2.97 -23.62
N 1.14 4.81 -22.88
H -0.69 2.50 -23.47
H 0.47 3.35 -24.51
H 1.62 5.44 -22.24
H 1.04 4.99 -23.87
C -6.81 -0.95 -9.32
O -6.37 0.13 -9.46
N -6.39 -2.03 -9.94
N -7.89 -1.31 -8.68
H -7.19 -2.64 -9.99
H -5.58 -1.95 -10.54
H -8.32 -2.20 -8.87
H -8.39 -0.63 -8.12
C -1.22 -0.50 -13.45
O -2.32 -0.77 -13.56
N -0.52 -1.07 -12.60
N -0.58 0.31 -14.21
H -0.99 -1.75 -12.02
H 0.27 -0.60 -12.17
H -1.05 0.61 -15.05
H 0.42 0.21 -14.16
C -1.09 -3.20 -4.20
O -1.51 -3.57 -3.13
N -1.76 -2.82 -5.19
N 0.07 -3.54 -4.59
H -1.35 -2.34 -5.97
H -2.63 -2.45 -4.83
H 0.57 -4.16 -3.96
H 0.36 -3.41 -5.55
C -3.40 -8.24 -8.84
O -2.65 -9.04 -9.41
N -3.10 -6.96 -8.81
N -4.66 -8.32 -8.52
H -3.44 -6.43 -8.02
H -2.16 -6.83 -9.16
H -5.26 -9.13 -8.57
H -4.95 -7.48 -8.05
C -1.58 -3.40 -18.58
O -0.40 -3.45 -18.72
N -2.21 -4.30 -17.99
N -2.26 -2.33 -18.98
H -3.19 -4.16 -17.83
H -1.70 -4.98 -17.44
H -1.58 -1.65 -19.26
H -3.24 -2.27 -18.73
C -8.59 -1.79 -17.60
O -7.64 -1.47 -18.24
N -8.55 -1.86 -16.33
N -9.75 -1.76 -18.01
H -7.69 -1.84 -15.79
H -9.31 -2.20 -15.75
H -9.95 -1.33 -18.90
H -10.54 -1.93 -17.40
C 6.66 -1.57 -7.62
O 5.73 -1.34 -8.40
N 7.31 -2.70 -7.65
N 7.17 -0.78 -6.73
H 6.95 -3.41 -8.27
H 7.85 -2.94 -6.83
H 6.69 0.08 -6.54
H 8.03 -0.97 -6.23



#Q
Entry from the OMol25 dataset: a cluster of 11 separate species, C11H44N22O11 in total (ωB97M-V/def2-TZVPD).

Results
HOMO level = -0.317 Eh
SMILES = NC(N)=O.NC(N)=O.NC(N)=O.NC(N)=O.NC(N)=O.NC(N)=O.NC(N)=O.NC(N)=O.NC(N)=O.NC(N)=O.NC(N)=O

Positions of all 88 atoms, in Å:
C -0.42 0.76 0.07
O -0.28 1.46 -0.95
N -1.07 -0.43 0.06
N 0.09 1.07 1.28
H -0.82 -1.01 0.84
H -1.51 -0.80 -0.77
H 0.56 1.95 1.49
H 0.20 0.29 1.91
C -4.98 -0.96 2.04
O -4.78 -0.08 2.93
N -4.12 -1.87 1.63
N -6.19 -0.97 1.45
H -4.24 -2.51 0.87
H -3.29 -1.93 2.21
H -6.34 -1.59 0.67
H -6.91 -0.38 1.83
C 1.40 1.04 -4.62
O 2.52 1.43 -4.98
N 1.28 0.34 -3.47
N 0.18 1.45 -5.08
H 2.15 0.02 -3.08
H 0.39 0.19 -3.02
H 0.13 2.08 -5.86
H -0.58 1.19 -4.49
C 0.13 4.63 -3.51
O -0.79 4.18 -4.18
N 0.74 3.97 -2.52
N 0.54 5.93 -3.73
H 0.45 3.01 -2.47
H 1.01 4.48 -1.69
H 0.06 6.55 -4.35
H 1.19 6.40 -3.13
C -4.94 -0.44 -2.83
O -6.16 -0.44 -2.95
N -4.31 -0.22 -1.64
N -4.13 -0.49 -3.91
H -3.40 0.22 -1.62
H -4.84 -0.08 -0.81
H -4.57 -0.63 -4.80
H -3.21 -0.10 -3.81
C -1.09 -2.29 -2.85
O -1.25 -1.08 -2.71
N -1.91 -3.23 -2.34
N -0.11 -2.80 -3.63
H -1.69 -4.20 -2.29
H -2.66 -2.85 -1.78
H 0.14 -3.77 -3.76
H 0.29 -2.17 -4.31
C -1.24 -0.98 3.62
O -1.40 -2.13 3.17
N -2.22 -0.11 3.85
N 0.00 -0.48 3.84
H -1.95 0.76 4.27
H -3.21 -0.34 3.59
H 0.78 -1.10 3.75
H 0.16 0.41 4.28
C 3.56 -1.64 3.54
O 3.86 -1.52 4.73
N 3.39 -2.89 3.04
N 3.33 -0.67 2.60
H 3.74 -3.65 3.60
H 3.17 -2.97 2.07
H 3.01 -0.95 1.70
H 3.35 0.29 2.91
C 2.96 3.29 2.63
O 2.09 2.84 1.88
N 4.16 2.64 2.71
N 2.88 4.25 3.58
H 4.90 2.98 3.28
H 4.28 1.89 2.04
H 3.68 4.58 4.08
H 2.08 4.86 3.58
C 0.17 -5.26 1.77
O 0.15 -6.46 1.47
N -0.78 -4.41 1.29
N 1.12 -4.74 2.54
H -1.07 -3.69 1.95
H -1.59 -4.86 0.90
H 1.00 -3.78 2.84
H 1.76 -5.42 2.92
C 4.08 1.41 -1.02
O 4.57 0.68 -1.88
N 3.15 0.99 -0.13
N 4.38 2.72 -0.90
H 2.63 1.70 0.37
H 2.82 0.04 -0.04
H 4.34 3.36 -0.13
H 5.04 3.04 -1.60



Stability summary - winner: #Q; margin: 230.0 kcal/mol.



#P
Entry from the OMol25 dataset: an isolated molecule of C3H8N2S (ωB97M-V/def2-TZVPD).

Results
HOMO level = -0.311 Eh
SMILES = CCS/C=N/N

Positions of all 14 atoms, in Å:
C 0.92 2.01 0.14
C -0.56 1.71 0.33
C -0.45 -0.95 -0.20
H 1.21 2.72 0.88
H 1.09 2.40 -0.89
H 1.51 1.17 0.27
H -1.14 2.65 0.19
H -0.71 1.34 1.32
H 0.03 -0.91 0.78
H 0.43 -3.75 -0.93
H -0.68 -3.72 0.11
N -0.53 -2.05 -0.87
N 0.03 -3.12 -0.24
S -1.14 0.49 -0.89



#Q
Entry from the OMol25 dataset: an isolated molecule of C3H8N2S (ωB97M-V/def2-TZVPD).

Results
HOMO level = -0.294 Eh
SMILES = CNN(C)C=S

Positions of all 14 atoms, in Å:
C -0.96 1.76 -0.40
C -1.70 -1.37 -0.17
C 0.67 -0.86 -0.07
H 0.01 2.03 -0.80
H -1.42 2.67 0.01
H -1.57 1.34 -1.18
H -1.74 0.79 1.29
H -1.25 -2.24 -0.65
H -2.21 -1.56 0.76
H -2.56 -0.96 -0.77
H 0.78 -1.86 -0.50
N -0.90 0.74 0.63
N -0.57 -0.51 0.15
S 2.01 0.07 0.01



Stability summary - winner: #P; margin: 6.8 kcal/mol.



#P
Entry from the OMol25 dataset: an isolated molecule of C3H8N2S (ωB97M-V/def2-TZVPD).

Results
HOMO level = -0.333 Eh
SMILES = [H]/N=C(/N)SCC

Positions of all 14 atoms, in Å:
C -1.59 0.42 0.66
C -1.20 -0.65 -0.41
C 1.46 -0.25 -0.36
H -0.97 1.38 0.74
H -1.67 -0.12 1.55
H -2.43 0.81 0.18
H -1.01 0.18 -1.28
H -2.25 -1.19 -0.86
H 2.29 -1.34 0.98
H 2.96 0.77 0.88
H 0.38 1.17 -1.50
N 2.61 -0.36 0.45
N 1.17 0.84 -0.83
S 0.25 -1.65 -0.20



#Q
Entry from the OMol25 dataset: an isolated molecule of C3H8N2S (ωB97M-V/def2-TZVPD).

Results
HOMO level = -0.326 Eh
SMILES = CNC/C=N\S

Positions of all 14 atoms, in Å:
C 1.93 -0.91 0.91
C -0.07 0.18 0.20
C -1.42 -0.09 -0.45
H 2.46 -1.75 0.43
H 2.19 -1.04 1.95
H 2.36 -0.01 0.44
H 0.53 -1.69 -0.26
H 0.48 0.77 -0.52
H -0.19 0.87 1.05
H -1.89 -1.11 -0.50
H -2.93 2.80 -1.71
N 0.55 -1.08 0.56
N -2.13 0.71 -1.14
S -1.86 2.36 -0.96



Stability summary - winner: #Q; margin: 43.1 kcal/mol.



#P
Entry from the OMol25 dataset: a structure of composition C36H50BCdN7O4S4 (ωB97M-V/def2-TZVPD).

Results
⟨S²⟩ = 0.776
HOMO level (alpha / beta) = -0.122 / -0.174 Eh
net charge = -1
2S+1 = 2

Positions of all 103 atoms, in Å:
Cd 0.52 2.03 -2.37
C 4.12 1.42 2.26
C 2.74 0.88 2.43
C 2.42 -0.04 3.36
C 1.08 -0.53 3.48
N 0.19 -0.24 2.59
N 0.53 0.61 1.59
B -0.45 0.69 0.42
N -1.71 1.53 0.66
N -2.50 0.66 1.34
C -3.67 1.02 1.75
C -4.11 2.36 1.54
C -3.35 3.23 0.86
C -3.81 4.63 0.60
C -2.06 2.80 0.32
S -1.20 3.81 -0.68
C -4.53 0.00 2.47
C -3.93 -1.40 2.33
C -4.59 0.38 3.95
C -5.94 0.00 1.87
N -0.46 -0.49 -0.44
N 0.27 -1.53 0.07
C 0.54 -2.54 -0.70
C 0.09 -2.62 -2.03
C -0.69 -1.61 -2.54
C -1.13 -1.62 -3.98
C -1.01 -0.52 -1.72
S -1.90 0.86 -2.25
C 1.36 -3.65 -0.02
C 0.48 -4.26 1.08
C 2.61 -3.05 0.63
C 1.77 -4.74 -0.99
C 1.68 1.34 1.55
S 1.77 2.67 0.56
C 0.66 -1.36 4.69
C 0.83 -0.50 5.95
C -0.80 -1.79 4.59
C 1.55 -2.61 4.80
H 4.77 1.10 3.07
H 4.11 2.51 2.20
H 4.54 1.07 1.31
H 3.19 -0.39 4.04
H -5.08 2.68 1.91
H -4.79 4.79 1.06
H -3.88 4.81 -0.48
H -3.09 5.35 0.98
H -2.91 -1.45 2.70
H -3.91 -1.72 1.29
H -4.55 -2.11 2.90
H -3.59 0.39 4.39
H -5.21 -0.33 4.51
H -5.03 1.38 4.09
H -5.90 -0.19 0.79
H -6.45 0.95 2.03
H -6.54 -0.79 2.34
H 0.39 -3.45 -2.67
H -0.74 -2.52 -4.47
H -0.74 -0.73 -4.48
H -2.22 -1.60 -4.06
H 0.17 -3.49 1.79
H 1.02 -5.05 1.61
H -0.43 -4.70 0.65
H 2.35 -2.19 1.25
H 3.32 -2.70 -0.14
H 3.12 -3.80 1.24
H 0.91 -5.24 -1.44
H 2.35 -5.50 -0.46
H 2.39 -4.35 -1.80
H 0.24 0.42 5.86
H 1.88 -0.22 6.11
H 0.49 -1.05 6.83
H -1.45 -0.93 4.45
H -1.08 -2.31 5.51
H -0.96 -2.46 3.75
H 2.60 -2.35 4.92
H 1.45 -3.24 3.91
H 1.25 -3.20 5.67
O 1.78 0.19 -1.77
N 2.97 0.13 -2.33
C 3.51 -1.11 -2.38
C 4.76 -1.34 -2.89
C 5.48 -0.25 -3.39
C 4.90 0.99 -3.36
C 3.62 1.23 -2.83
S 2.94 2.80 -2.80
H 2.86 -1.87 -1.98
H 5.15 -2.35 -2.90
H 6.46 -0.39 -3.81
H 5.42 1.85 -3.76
C 1.01 4.50 -5.55
C 0.05 3.34 -5.38
C -1.03 3.35 -6.45
O -0.58 3.52 -4.09
C 0.79 1.98 -5.48
O 1.45 1.79 -6.50
O 0.58 1.16 -4.52
H 0.45 5.43 -5.69
H 1.64 4.31 -6.41
H 1.64 4.60 -4.67
H -1.62 4.27 -6.39
H -1.70 2.49 -6.33
H -0.56 3.28 -7.44
H -1.31 2.88 -4.05



#Q
Entry from the OMol25 dataset: a structure of composition C36H50BCdN7O4S4 (ωB97M-V/def2-TZVPD).

Results
⟨S²⟩ = 0.773
HOMO level (alpha / beta) = -0.119 / -0.174 Eh
net charge = -1
2S+1 = 2

Positions of all 103 atoms, in Å:
Cd -0.38 -1.36 -2.69
C 0.95 4.66 -0.47
C 1.32 3.40 0.23
C 2.44 3.29 0.99
C 2.77 2.05 1.61
N 1.99 1.03 1.51
N 0.86 1.13 0.77
B 0.13 -0.17 0.67
N 0.97 -1.39 0.94
N 0.69 -2.00 2.09
C 1.37 -3.06 2.42
C 2.42 -3.53 1.59
C 2.71 -2.90 0.41
C 3.78 -3.38 -0.52
C 1.92 -1.77 0.06
S 2.05 -0.94 -1.41
C 0.98 -3.69 3.74
C 1.67 -5.04 3.96
C -0.54 -3.91 3.75
C 1.37 -2.74 4.87
N -1.29 -0.25 0.82
N -1.82 0.84 1.45
C -3.12 0.94 1.53
C -3.98 -0.04 1.00
C -3.44 -1.15 0.37
C -4.33 -2.18 -0.25
C -2.06 -1.28 0.29
S -1.30 -2.60 -0.51
C -3.60 2.19 2.26
C -3.18 2.07 3.73
C -5.12 2.35 2.19
C -2.94 3.43 1.65
C 0.48 2.23 0.05
S -0.81 2.19 -0.98
C 4.06 1.80 2.38
C 4.79 3.10 2.71
C 4.96 0.92 1.50
C 3.74 1.05 3.68
H 1.63 5.47 -0.18
H -0.08 4.94 -0.25
H 1.00 4.52 -1.55
H 3.08 4.15 1.11
H 2.98 -4.41 1.87
H 4.24 -4.29 -0.14
H 4.54 -2.61 -0.65
H 3.36 -3.55 -1.51
H 1.45 -5.74 3.15
H 1.32 -5.48 4.89
H 2.76 -4.93 4.03
H -0.84 -4.59 2.95
H -1.06 -2.97 3.60
H -0.85 -4.34 4.70
H 2.44 -2.56 4.89
H 1.08 -3.16 5.84
H 0.87 -1.78 4.74
H -5.05 0.09 1.04
H -5.36 -1.83 -0.26
H -4.27 -3.13 0.29
H -4.00 -2.39 -1.27
H -3.63 1.18 4.19
H -3.52 2.95 4.29
H -2.10 1.99 3.81
H -5.64 1.52 2.67
H -5.47 2.42 1.16
H -5.41 3.26 2.71
H -1.86 3.32 1.64
H -3.21 4.31 2.23
H -3.26 3.57 0.62
H 5.13 3.62 1.82
H 5.67 2.88 3.32
H 4.15 3.78 3.28
H 5.18 1.41 0.55
H 4.46 -0.02 1.28
H 5.90 0.72 2.01
H 3.11 1.65 4.34
H 4.67 0.83 4.21
H 3.22 0.12 3.48
O -2.10 0.11 -3.22
N -2.99 -0.14 -4.17
C -3.64 0.95 -4.66
C -4.59 0.85 -5.63
C -4.89 -0.43 -6.13
C -4.23 -1.51 -5.63
C -3.24 -1.41 -4.62
S -2.42 -2.75 -3.99
H -3.32 1.87 -4.19
H -5.08 1.74 -5.99
H -5.64 -0.56 -6.90
H -4.43 -2.51 -5.99
C 2.63 1.17 -4.67
C 1.30 0.48 -4.91
C 0.59 1.04 -6.14
O 0.51 0.75 -3.75
C 1.53 -1.04 -5.14
O 2.34 -1.34 -6.02
O 0.85 -1.86 -4.44
H 2.50 2.25 -4.67
H 3.34 0.88 -5.45
H 3.03 0.87 -3.70
H 0.44 2.11 -6.03
H -0.39 0.56 -6.26
H 1.18 0.83 -7.04
H -0.43 0.86 -3.96



Stability summary - winner: #Q; margin: 15.1 kcal/mol.